Entry 1:
DFT (ωB97M-V with the def2-TZVPD basis set) results for a molecular structure, C78H59Cl2O3P4S2SiTi in a non-equilibrium geometry.

Structure (ORCA input):
```
! RIJCOSX wB97M-V def2-TZVPD def2/J DEFGRID3
* xyz -1 1
Ti 0.0438 0.6903 -0.5101
C -5.9299 -4.0505 1.4209
C -5.3671 -3.7592 0.1886
C -4.0526 -3.3443 0.1061
C -3.2770 -3.2059 1.2547
C -3.8719 -3.4273 2.4911
C -5.1789 -3.8767 2.5693
P -1.5254 -2.6970 1.0102
C -1.0877 -4.2844 0.1702
C -0.7069 -5.4614 0.8004
C -0.5820 -6.6328 0.0753
C -0.7967 -6.6414 -1.2905
C -1.1080 -5.4576 -1.9373
C -1.2528 -4.2887 -1.2138
C -0.8339 -2.8110 2.6918
C -1.0445 -3.8665 3.5770
C -0.4749 -3.8516 4.8354
C 0.3406 -2.7908 5.1949
C 0.5500 -1.7440 4.3126
C -0.0599 -1.7060 3.0609
Si 0.2086 -0.1435 1.8846
C -0.6665 1.2607 2.8912
C -0.3712 1.4675 4.2360
C -1.0281 2.4194 4.9931
C -2.0429 3.1517 4.4074
C -2.3677 2.9404 3.0780
C -1.6725 2.0198 2.2960
P -2.1748 1.6799 0.4021
C -3.5592 0.5312 0.8363
C -4.6146 0.2802 -0.0439
C -5.7481 -0.3878 0.3758
C -5.8652 -0.8216 1.6828
C -4.7990 -0.6464 2.5427
C -3.6529 0.0016 2.1207
C -3.1233 3.2973 0.4096
C -4.5128 3.3409 0.3594
C -5.1935 4.5419 0.4378
C -4.5037 5.7339 0.5589
C -3.1205 5.7068 0.6122
C -2.4410 4.5051 0.5421
C 2.1106 -0.0490 2.1927
C 2.7161 0.8082 3.1031
C 4.0719 0.7349 3.3656
C 4.8469 -0.2082 2.7164
C 4.2716 -1.0424 1.7762
C 2.9125 -0.9626 1.5047
P 2.1226 -1.9513 0.1667
C 2.2678 -3.6236 0.8972
C 2.2092 -4.6998 0.0163
C 2.3696 -5.9897 0.4737
C 2.5276 -6.2237 1.8311
C 2.5200 -5.1633 2.7217
C 2.3944 -3.8663 2.2569
C 3.5538 -2.1654 -1.0020
C 3.5982 -1.4061 -2.1644
C 4.6766 -1.4585 -3.0251
C 5.7347 -2.3056 -2.7529
C 5.6802 -3.1171 -1.6337
C 4.6083 -3.0457 -0.7636
H -6.9544 -4.3923 1.4865
H -5.9624 -3.8540 -0.7089
H -3.6152 -3.1153 -0.8538
H -3.3231 -3.2452 3.4029
H -5.6164 -4.0763 3.5393
H -0.4796 -5.4736 1.8534
H -0.3148 -7.5454 0.5891
H -0.7138 -7.5661 -1.8439
H -1.2432 -5.4454 -3.0092
H -1.4852 -3.3640 -1.7223
H -1.6737 -4.6972 3.2907
H -0.6577 -4.6682 5.5247
H 0.8154 -2.7875 6.1686
H 1.2220 -0.9487 4.6067
H 0.3850 0.8696 4.7187
H -0.7596 2.5749 6.0318
H -2.5953 3.8811 4.9857
H -3.1875 3.5119 2.6749
H -4.5567 0.6236 -1.0660
H -6.5554 -0.5482 -0.3219
H -6.7634 -1.3187 2.0132
H -4.8543 -1.0086 3.5568
H -2.8333 0.1124 2.8126
H -5.0868 2.4342 0.2690
H -6.2737 4.5402 0.4094
H -5.0418 6.6704 0.6121
H -2.5650 6.6272 0.7212
H -1.3639 4.4918 0.5929
H 2.1238 1.5681 3.5918
H 4.5254 1.4087 4.0791
H 5.9088 -0.2735 2.9092
H 4.8938 -1.7380 1.2346
H 2.0649 -4.5017 -1.0379
H 2.3629 -6.8143 -0.2249
H 2.6512 -7.2356 2.1902
H 2.6176 -5.3438 3.7837
H 2.4117 -3.0345 2.9466
H 2.7922 -0.7272 -2.3846
H 4.6898 -0.8249 -3.9011
H 6.5925 -2.3367 -3.4085
H 6.4826 -3.8124 -1.4264
H 4.6048 -3.6827 0.1104
Cl 0.0865 2.9698 -0.6593
C -2.5034 1.6369 -1.5736
C -2.9771 2.6986 -2.3302
C -3.5149 2.4900 -3.5902
C -3.5624 1.2150 -4.1309
C -2.9698 0.1753 -3.4407
Cl -2.9438 -1.4194 -4.1148
C -2.3927 0.3816 -2.1881
S -1.6656 -0.8861 -1.2570
H -2.9690 3.6963 -1.9211
H -3.9281 3.3220 -4.1401
H -4.0243 1.0350 -5.0887
O 2.8537 2.5032 0.0381
S 3.0610 1.3432 -0.7839
O 4.2818 0.6298 -0.5141
O 1.8614 0.4281 -0.7447
C 3.2176 1.8081 -2.5272
C 4.4797 2.2688 -2.8543
C 4.8165 2.5310 -4.1708
C 3.8670 2.3339 -5.1641
C 2.6093 1.8815 -4.8378
C 2.2500 1.6040 -3.5105
P 0.5462 0.9633 -3.1933
C -0.2719 2.0739 -4.4070
C -0.1277 3.4410 -4.1578
C -0.6874 4.3746 -5.0070
C -1.4146 3.9605 -6.1127
C -1.6143 2.6088 -6.3310
C -1.0580 1.6703 -5.4800
C 0.6802 -0.6586 -4.0648
C 0.7817 -0.8432 -5.4437
C 0.8627 -2.1164 -5.9767
C 0.8922 -3.2272 -5.1514
C 0.8369 -3.0572 -3.7781
C 0.7119 -1.7892 -3.2449
H 5.1958 2.3858 -2.0562
H 5.8070 2.8727 -4.4230
H 4.1143 2.5225 -6.1994
H 1.8876 1.7378 -5.6280
H 0.4292 3.7696 -3.2893
H -0.5651 5.4313 -4.8101
H -1.8296 4.6900 -6.7947
H -2.2196 2.2745 -7.1618
H -1.2346 0.6211 -5.6553
H 0.7880 -0.0039 -6.1213
H 0.8923 -2.2409 -7.0501
H 0.9608 -4.2178 -5.5765
H 0.8661 -3.9127 -3.1191
H 0.6257 -1.6718 -2.1667
*
```

For the HOMO energy (alpha / beta), the calculation gives -4.1 / -4.3 eV. As for the lowest unoccupied orbital energy (alpha / beta): 2.271 / 2.269 eV. The calculation puts the total energy at -7454.72613 a.u. As for the relative energy (zero: lowest compared OMol25 entry of this formula, charge and spin): 32.1 kcal per mole. The HOMO-LUMO gap (alpha / beta) is 6.403 / 6.554 eV.

Here are the Löwdin charges for atoms 1 to 6, given in e: atom 1 (Ti): 0.2253, atom 2 (C): -0.1132, atom 3 (C): -0.0886, atom 4 (C): -0.0931, atom 5 (C): -0.3215, atom 6 (C): -0.1154



Entry 2:
DFT (ωB97M-V with the def2-TZVPD basis set) results for 13 unconnected molecules or ions with the total composition C78H65N13O26 in a non-equilibrium geometry.

Structure (ORCA input):
```
! RIJCOSX wB97M-V def2-TZVPD def2/J DEFGRID3
* xyz 0 1
C 3.4472 2.0048 -1.9366
C 4.6784 2.1781 -1.3233
C 4.8993 3.2535 -0.4688
C 3.7991 3.9859 -0.0850
C 2.5280 3.7294 -0.5657
C 2.3829 2.8146 -1.5914
N 3.9419 5.0331 0.9459
O 5.0188 5.1281 1.5128
O 3.0123 5.7879 1.1191
H 3.3815 1.2194 -2.6823
H 5.4862 1.4848 -1.5216
H 5.9092 3.3801 -0.1119
H 1.6566 4.1481 -0.0869
H 1.4046 2.5227 -1.9565
C -2.5698 -2.5549 3.5277
C -3.2441 -1.8523 4.5195
C -3.6846 -0.5581 4.2730
C -3.2902 0.0615 3.1090
C -2.5493 -0.5972 2.1480
C -2.2055 -1.9267 2.3484
N -3.6269 1.4740 2.8623
O -3.2420 1.9856 1.8308
O -4.2754 2.0259 3.7264
H -2.2460 -3.5776 3.6717
H -3.5644 -2.3351 5.4334
H -4.1946 -0.0183 5.0582
H -2.2773 -0.1166 1.2202
H -1.7162 -2.4596 1.5423
C -6.7940 -0.7790 -2.7614
C -6.7584 0.2724 -3.6668
C -6.0779 1.4362 -3.3456
C -5.4004 1.5095 -2.1455
C -5.4300 0.4697 -1.2358
C -6.1233 -0.6818 -1.5472
N -4.5907 2.6902 -1.8310
O -4.4312 3.5518 -2.6746
O -4.0806 2.7062 -0.7305
H -7.3076 -1.6880 -3.0516
H -7.2082 0.1508 -4.6420
H -6.0976 2.2868 -4.0140
H -4.8436 0.5248 -0.3290
H -6.0255 -1.5260 -0.8783
C -4.2526 -5.2527 -1.0198
C -4.5675 -5.4551 -2.3574
C -4.4229 -4.4318 -3.2694
C -3.9266 -3.2009 -2.8715
C -3.6594 -2.9684 -1.5395
C -3.8059 -3.9972 -0.6312
N -3.7829 -2.1334 -3.8547
O -4.0728 -2.3792 -5.0051
O -3.4059 -1.0471 -3.4551
H -4.3884 -6.0377 -0.2904
H -5.0366 -6.3802 -2.6664
H -4.6670 -4.6410 -4.3019
H -3.2285 -2.0233 -1.2345
H -3.5641 -3.8140 0.4111
C 1.4176 -5.1647 3.9902
C 0.4608 -6.1545 3.7481
C -0.1184 -6.2817 2.5031
C 0.2276 -5.3399 1.5484
C 1.2181 -4.3984 1.7417
C 1.8054 -4.2871 2.9931
N -0.3314 -5.4264 0.1937
O -0.3679 -4.3970 -0.4674
O -0.7308 -6.4992 -0.1800
H 1.7942 -5.1061 5.0041
H 0.1487 -6.7875 4.5674
H -0.8396 -7.0528 2.2726
H 1.4927 -3.7898 0.8935
H 2.5555 -3.5184 3.1251
C -1.3045 0.7336 -1.6030
C -0.9456 1.5688 -0.5518
C 0.0940 1.1856 0.2744
C 0.7084 -0.0422 0.0872
C 0.3039 -0.9104 -0.9165
C -0.7308 -0.5246 -1.7379
N 1.8676 -0.4040 0.9064
O 2.4765 0.4839 1.4729
O 2.1516 -1.5898 0.9542
H -2.0812 1.0828 -2.2751
H -1.5255 2.4698 -0.3969
H 0.4733 1.7506 1.1223
H 0.7182 -1.9073 -0.9909
H -1.1065 -1.1962 -2.5002
C 6.8357 2.4505 2.9123
C 5.7762 1.6034 2.5632
C 6.0512 0.2723 2.3249
C 7.3571 -0.1873 2.2885
C 8.4048 0.6864 2.4966
C 8.1416 2.0096 2.8363
N 7.5831 -1.5950 1.9530
O 8.6925 -2.0558 2.0905
O 6.6176 -2.1903 1.5135
H 6.5249 3.4301 3.2642
H 4.7433 1.8964 2.5786
H 5.2547 -0.4287 2.1030
H 9.4263 0.3438 2.3951
H 8.9979 2.6324 3.0493
C -0.4822 -4.3204 -4.5267
C -0.0330 -4.8854 -5.7103
C 0.0249 -6.2809 -5.8181
C -0.4433 -7.0594 -4.8060
C -0.9418 -6.5144 -3.6453
C -0.9976 -5.1270 -3.5290
N -0.3266 -8.5177 -4.9117
O 0.4661 -8.9630 -5.7145
O -1.0376 -9.1866 -4.1881
H -0.5598 -3.2389 -4.4420
H 0.2034 -4.3083 -6.5922
H 0.4508 -6.6447 -6.7424
H -1.2936 -7.0723 -2.7894
H -1.4093 -4.7078 -2.6240
C 4.4407 -2.4037 -1.7354
C 3.3395 -2.6273 -2.5435
C 3.2297 -3.8236 -3.2411
C 4.2462 -4.7526 -3.1345
C 5.3557 -4.5388 -2.3458
C 5.4462 -3.3617 -1.6133
N 4.0983 -6.0290 -3.8413
O 3.0252 -6.2641 -4.3513
O 5.0619 -6.7690 -3.8622
H 4.5944 -1.4593 -1.2203
H 2.5918 -1.8597 -2.6969
H 2.4266 -3.8974 -3.9607
H 6.1517 -5.2635 -2.2457
H 6.2583 -3.1983 -0.9191
C -0.4045 1.2933 4.6197
C -0.4516 0.4825 5.7504
C -1.2300 0.8559 6.8328
C -1.9029 2.0634 6.7998
C -1.8531 2.8874 5.6890
C -1.1390 2.4676 4.5740
N -2.7887 2.3985 7.9174
O -3.4294 3.4207 7.8282
O -2.8294 1.6306 8.8608
H 0.0921 0.9685 3.7105
H 0.1645 -0.4056 5.8124
H -1.3889 0.2039 7.6805
H -2.4903 3.7607 5.6569
H -1.1072 3.1844 3.7642
C -0.8275 6.2452 -0.0252
C -1.3644 5.6538 -1.1705
C -2.4860 6.1944 -1.7722
C -3.0198 7.3562 -1.2536
C -2.4991 7.9436 -0.1214
C -1.3190 7.4610 0.4246
N -4.1610 7.9631 -1.9179
O -4.3041 7.7194 -3.1033
O -4.8834 8.6786 -1.2572
H 0.0376 5.7721 0.4223
H -0.9786 4.7029 -1.5194
H -2.9709 5.6879 -2.5945
H -2.9713 8.8360 0.2710
H -0.8199 8.0088 1.2110
C 3.2778 3.8734 6.6028
C 3.4079 3.0851 5.4689
C 2.6181 3.3245 4.3508
C 1.7227 4.3689 4.3859
C 1.6709 5.2437 5.4495
C 2.4289 4.9763 6.5722
N 0.9651 4.6955 3.1796
O 0.4171 5.7657 3.0957
O 0.9208 3.8304 2.3158
H 3.8878 3.6447 7.4663
H 4.0808 2.2368 5.4960
H 2.6652 2.6756 3.4899
H 1.1411 6.1830 5.3933
H 2.4021 5.6448 7.4225
C -1.7692 3.7866 -5.0177
C -0.4535 3.6479 -4.6034
C 0.1609 2.4283 -4.7551
C -0.5416 1.3412 -5.2188
C -1.8606 1.4596 -5.6040
C -2.4592 2.6995 -5.5437
N 0.0666 0.0206 -5.2562
O 1.2806 -0.0419 -5.2160
O -0.6580 -0.9546 -5.3233
H -2.3557 4.6882 -4.8779
H 0.0686 4.5158 -4.2241
H 1.1909 2.3244 -4.4374
H -2.5022 0.6127 -5.8097
H -3.4832 2.8158 -5.8687
*
```

For the HOMO energy, the calculation gives -9.6 eV. As for the lowest unoccupied orbital energy: -1.167 eV. The calculation puts the total energy at -5678.22727 a.u. As for the relative energy (zero: lowest compared OMol25 entry of this formula, charge and spin): 0.0 kcal per mole. The HOMO-LUMO gap is 8.389 eV.

Here are the Löwdin charges for atoms 1 to 6, given in e: atom 1 (C): -0.0648, atom 2 (C): -0.0600, atom 3 (C): -0.0017, atom 4 (C): -0.1396, atom 5 (C): 0.0025, atom 6 (C): -0.0636



Q: Number 2 is which compound?
A: C78H65N13O26



Q: Which value of relative energy (zero: lowest compared OMol25 entry of this formula, charge and spin) does entry 1 give?
A: 32.1 kcal per mole